A molecular structure, C30H71F3O19P4Pb in a non-equilibrium geometry, computed with the ωB97M-V functional and the def2-TZVPD basis.

Calculated values
spin multiplicity	1
HOMO energy	-6.607	eV
maximum force	0.0932	Eh/bohr

Geometry as XYZ:
```
128
Properties=species:S:1:pos:R:3:forces:R:3:mulliken_charge:R:1
C -0.55042 3.86767 7.28171 0.49 2.13 1.46 -0.38
H 6.42510 2.55692 -2.95480 -0.28 0.22 0.54 0.37
C -2.47595 0.00282 6.19685 0.20 -1.07 -0.11 -0.02
F 6.43494 -1.27482 1.36030 -0.07 0.13 -0.18 -0.28
O 1.52549 5.25287 -2.43357 0.39 -1.95 -0.56 -0.28
H -4.44131 2.70244 4.60036 -0.04 -0.51 0.01 0.28
H 4.86661 4.79455 -2.41343 0.01 -0.24 0.47 0.25
C -1.56126 -5.33737 3.10948 2.76 1.35 -0.42 -0.02
O -3.76919 -4.92995 0.77131 0.33 1.86 1.45 -0.30
F 5.45534 -0.43494 -0.34032 -1.13 -0.72 -2.89 -0.23
H -4.32724 3.72648 2.32654 -0.08 0.25 0.07 0.38
H 3.37573 -0.10929 -6.13546 0.18 0.05 -0.28 0.36
C 3.02024 -1.54460 -4.69829 -1.84 0.54 0.67 -0.13
P 1.90506 3.82692 -3.10381 1.18 0.97 -2.12 0.86
C -3.55612 -6.45853 -1.12055 1.13 0.37 0.16 -1.25
H -4.09942 -0.65289 7.49800 0.09 -0.30 0.08 0.32
O -0.18255 3.24248 6.09913 -1.85 -3.53 -2.27 -0.29
C -6.56488 -2.64932 0.93233 -1.06 0.59 0.50 -1.16
H -0.55538 5.04537 -2.45582 0.01 -0.04 -0.06 0.35
O -2.16829 -2.81865 1.39106 -0.71 -0.67 -0.23 -0.14
H -2.85570 -4.35279 -0.93544 0.35 -0.32 -0.38 0.28
H -3.27189 -7.40746 -0.66575 -0.38 0.04 0.34 0.32
C 0.22158 3.29559 8.51374 -1.22 0.80 -0.88 -1.03
H -0.27265 -4.51415 -7.70031 -0.10 -0.21 0.13 0.38
C -3.53460 -0.22637 -2.73783 0.06 0.63 -0.02 -0.57
P -1.22701 2.20304 5.36860 0.50 0.26 -0.73 0.59
H 0.28220 -2.99097 -7.09672 -0.15 0.27 -0.17 0.15
H 3.87840 -1.75565 -6.62255 -0.04 0.15 -0.32 0.32
C 4.33193 2.37400 2.54714 -0.42 0.55 -1.27 -0.27
C -3.01076 -0.60444 7.52249 0.15 0.61 -0.70 -1.19
H -1.39458 -3.45387 -6.82431 0.00 -0.19 0.32 0.31
H -2.65849 4.17046 2.74521 -0.14 0.49 -0.24 0.29
C 5.75537 -0.20708 0.87052 -0.50 0.56 3.69 0.85
C 2.84865 -5.37188 -2.39767 0.61 0.84 0.68 -0.29
H 4.97010 0.12523 2.90032 1.11 0.11 -0.01 0.25
H -2.55007 -1.57608 7.70079 -0.31 -0.03 -0.05 0.31
H 1.84916 -4.58032 -0.59987 -0.45 -0.05 -0.55 0.21
H -0.93867 -4.53920 5.02604 -0.27 -0.05 -0.11 0.25
H -2.60037 -0.66516 -3.08822 0.25 -0.06 0.35 0.08
P 1.41783 -3.42880 -3.58960 0.62 -1.65 0.27 0.56
O -2.74506 -4.65993 3.11574 -4.25 1.81 -0.88 -0.33
H -7.21536 -3.14093 1.65570 0.09 -0.43 -0.11 0.33
H 6.17790 3.80915 -4.13856 0.11 0.34 0.19 0.35
H 1.28310 3.22646 8.27607 -0.17 -0.40 0.03 0.27
H -0.64585 5.25518 -5.94672 0.01 0.34 -0.24 0.27
H 2.38691 4.95348 -5.51829 -0.02 0.41 0.20 0.29
H 3.33518 -6.26898 -2.78052 -0.26 -0.17 0.18 0.37
C 0.19481 -4.42374 -5.59464 0.00 -1.69 -2.11 -0.12
C -2.91814 -5.27571 -0.35887 -0.79 0.02 0.52 0.06
H 5.42002 2.43366 2.52231 0.08 -0.32 -0.04 0.34
H -3.98909 -0.86291 -1.97864 0.13 0.05 0.23 0.04
C 0.22913 5.43283 -1.80581 0.10 0.96 -0.59 -0.26
H -4.01369 4.83720 3.74364 0.02 0.17 -0.40 0.33
C 0.34750 5.69442 -5.85488 1.24 -0.77 0.98 -0.96
H -3.21866 0.22312 5.43007 -0.47 0.32 0.41 0.19
H -0.31627 -5.34948 -5.33022 0.00 -0.06 0.18 0.28
H 0.11378 3.94959 9.37905 -0.05 0.21 -0.10 0.37
H -2.95828 1.75879 -3.17632 0.92 0.32 -0.26 0.16
C -3.49734 2.80784 4.06565 -1.18 0.55 -0.03 -0.19
C 3.10142 -1.16421 -6.13818 0.89 -0.04 -0.24 -1.16
H -4.63604 -6.38009 -1.24586 0.14 0.13 0.15 0.33
O 1.08615 3.74031 -4.55408 0.27 -1.51 4.54 -0.40
C 0.17886 6.95294 -1.64141 -0.10 -1.68 0.23 -1.16
H -0.30575 4.88759 6.98506 0.58 0.46 1.03 0.43
O 0.14179 -3.53268 -4.55417 0.68 1.21 2.50 -0.24
H 4.18836 4.56139 2.44863 0.16 -0.06 -0.08 0.42
H -1.96930 -5.52243 0.11750 0.34 -0.15 -0.77 0.20
C -0.37193 -3.82955 -6.85795 0.34 0.63 -0.45 -1.15
H 0.14005 4.96095 -0.82730 0.37 -0.31 -0.14 0.31
O -2.54291 3.12284 5.09665 1.60 -0.89 0.24 -0.33
O 3.54174 -0.88023 2.04024 1.15 0.39 -1.85 -0.80
C 5.65342 3.08603 -3.51396 0.05 0.63 -0.58 -1.26
O 3.43775 4.05061 -3.64230 -1.72 -0.05 0.81 -0.41
H 3.60939 -4.59191 -2.42992 0.20 0.09 0.03 0.25
H -2.73378 0.03420 8.36125 0.02 0.10 -0.12 0.33
O -2.58307 1.43848 -1.10263 0.06 -0.42 -0.61 -0.71
H -4.77433 -1.43685 1.03508 0.35 -0.14 0.12 0.30
C -3.32088 1.25600 -2.27976 0.55 -1.08 0.55 -0.35
H -0.11459 -6.01021 4.52351 0.14 0.08 -0.13 0.40
H 4.01256 2.27479 3.58456 -0.11 -0.27 0.07 0.34
C -1.07358 -5.49218 4.51446 0.01 -1.31 0.52 -1.34
C -5.38710 -2.05921 1.68722 0.28 -0.55 -0.27 -0.11
O 2.60455 -2.91556 -4.54961 -0.26 -1.01 0.68 -0.26
C 4.51965 3.80350 -2.70587 1.20 -0.86 -1.36 0.09
O 3.82540 1.27634 1.73264 1.29 2.16 -0.31 -0.07
H 3.90325 -1.34583 -4.09091 0.14 -0.26 -0.29 0.33
H -0.89393 -4.57821 2.70153 0.87 -0.57 -0.72 0.25
H 0.41415 6.36743 -5.00006 -0.40 0.22 -0.05 0.12
H 2.70843 3.73728 2.00643 -0.17 -0.13 0.39 0.25
H -5.73780 -1.45414 2.52328 -0.18 0.13 -0.28 0.23
H 0.99716 7.12407 -0.94200 -0.29 0.71 0.11 0.28
H -3.29577 1.92337 3.46135 0.47 -0.16 0.44 0.36
H 0.40173 7.41780 -2.60180 -0.37 0.21 0.19 0.29
Pb 0.48673 0.00094 0.58124 0.42 0.01 -0.06 1.39
H 1.74890 -6.37956 -0.79471 -0.20 0.16 -0.06 0.28
O -4.61453 -3.07642 2.39738 2.25 -1.39 -0.81 -0.36
O 1.83172 -5.03164 -3.32058 -1.58 2.36 -1.42 -0.38
H -1.74936 -6.15683 5.05265 -0.13 0.24 0.36 0.34
H -4.29769 1.73580 -2.21891 -0.66 0.00 0.62 0.27
H -1.83747 -0.71741 5.68529 0.21 -0.10 0.14 0.28
H 5.32912 2.38089 -4.27929 -0.76 -0.20 0.38 0.27
P -3.22382 -3.76115 1.83391 -1.52 -0.93 0.59 0.43
H 3.18951 -5.51775 -0.28286 0.32 -0.39 -0.13 0.41
H -0.28030 2.36704 8.78578 0.58 -0.30 -0.09 0.22
C -3.65882 3.99966 3.14305 0.76 -0.56 0.37 -1.25
O -1.68057 1.14361 6.48998 0.73 1.67 0.05 -0.20
H 1.42408 3.96299 -6.49432 -0.21 -0.32 -0.09 0.42
H -1.55447 -6.23253 2.48759 -0.19 -0.19 0.20 0.28
H 1.23402 -4.65822 -5.82519 0.07 -0.32 0.03 0.31
O 1.14777 -2.67535 -2.35803 0.19 0.21 -0.45 -0.24
H 4.22990 3.15314 -1.88053 -0.33 0.36 0.03 0.10
O 1.83507 2.65085 -2.24384 -0.89 -0.21 0.18 -0.37
C 1.36941 4.56926 -5.59014 0.72 1.58 -2.76 -0.26
H -4.18022 -0.27010 -3.61496 -0.29 0.19 -0.11 0.38
H 2.15927 -1.24929 -6.67966 -0.01 -0.21 0.22 0.25
C 4.56339 0.08688 1.88978 -3.36 -2.27 1.52 -0.35
C 2.34146 -5.48099 -0.96664 0.50 -0.15 0.34 -1.01
C 3.79515 3.67717 1.94701 -0.59 -0.33 -0.06 -1.02
H -6.47975 -3.24824 0.02561 0.87 -0.20 0.34 0.29
H -1.62251 4.00400 7.42357 -0.25 -0.93 0.13 0.30
H 0.72951 6.21436 -6.73343 -0.53 0.07 -0.13 0.39
H -3.07934 -6.51602 -2.09906 -0.15 0.22 -0.21 0.35
F 6.62554 0.82729 0.86272 0.29 0.43 0.19 -0.30
O -0.64852 1.56634 4.15428 -0.58 0.65 0.93 -0.40
H -0.81636 7.12236 -1.23039 0.19 0.85 0.01 0.39
H 2.21083 -0.92628 -4.31017 0.08 0.11 0.53 0.22
H -7.17718 -1.81146 0.59887 0.04 0.36 -0.01 0.41
H 3.95696 3.72172 0.87002 0.57 0.03 0.03 0.10
```
Forces are in eV/Å.

***

6 unconnected molecules or ions with the total composition C30H72N6O10 in a non-equilibrium geometry, computed with the ωB97M-V functional and the def2-TZVPD basis.

Calculated values
spin multiplicity	1
HOMO energy	-0.778	eV
maximum force	0.0528	Eh/bohr
net charge	-2

Geometry as XYZ:
```
118
Properties=species:S:1:pos:R:3:forces:R:3:mulliken_charge:R:1
H 1.52761 1.39222 3.46029 0.04 0.02 -0.07 0.32
C 3.90672 -2.64230 -1.45390 -0.26 -1.09 -0.47 -0.06
H 9.66942 0.97239 -0.39848 -0.06 0.01 0.05 0.24
O 0.11561 1.57946 -0.53815 1.05 -0.10 1.12 -0.69
H -5.62159 -0.44110 4.07113 0.02 0.12 0.00 0.28
C 1.37428 -1.65500 0.87105 -0.39 -0.05 0.72 0.52
C 0.55838 0.95153 -6.80976 -0.04 -0.05 0.55 0.41
H 8.04752 3.87559 0.43227 0.11 -0.01 -0.11 0.42
H -3.24878 -4.59185 1.32825 -0.06 -0.02 -0.04 0.36
H -5.00055 -2.71741 -2.02750 0.16 0.02 0.01 0.51
H -1.58132 2.70929 5.43043 0.07 0.05 0.04 0.34
H 1.43666 4.24261 2.88339 -0.10 -0.04 -0.08 0.45
H 5.58770 -0.05430 1.15228 -0.28 -0.72 -0.32 0.40
N -0.65826 -0.27947 0.64229 0.23 -0.05 -0.35 0.26
C -1.81141 -0.58315 -5.40372 0.12 -0.53 0.32 -0.53
H 0.91109 1.82946 -7.36502 -0.07 -0.04 -0.11 0.38
O 7.87053 1.88104 -0.13173 0.26 0.34 0.13 -0.26
H 3.75878 -4.79667 -1.26633 -0.10 0.51 0.53 0.23
H 0.83981 4.44200 5.34838 -0.02 -0.03 0.02 0.35
C 7.56066 4.26185 -2.26096 0.03 0.26 -0.07 -1.48
C 0.00177 -1.52786 0.13998 0.33 0.22 1.02 1.14
H -7.08453 -2.24127 3.54039 0.01 0.08 -0.06 0.27
H 4.02775 -0.02981 0.32796 0.44 -0.56 0.37 0.19
H 2.76399 -3.04864 1.76388 -0.64 -0.23 -0.22 0.48
C 5.55475 -1.03290 -0.85005 1.27 0.22 0.84 0.00
H 0.13009 1.98404 -4.94356 -0.01 -0.07 0.05 0.37
H 0.91954 -1.03486 -6.84249 0.13 0.07 0.16 0.34
O -0.73538 -2.35785 -1.97571 -0.93 -0.79 0.41 -0.79
N -6.26669 -0.02028 2.13709 0.02 0.41 0.48 -0.43
C 6.59454 3.72607 -1.20800 0.22 -0.30 -0.18 0.35
C 1.80611 -3.11670 1.18380 0.86 0.32 -0.80 -0.90
H -2.90929 -2.16732 -1.09620 0.15 -0.06 0.14 0.03
N -5.53104 -1.45867 -0.45189 0.03 -0.01 -0.24 -0.74
H 6.28152 1.88943 -1.97257 -0.08 0.04 -0.12 0.31
N 1.92344 2.22126 3.02172 -0.06 0.17 -0.13 -0.75
H -0.95469 -0.89462 -4.80542 -0.18 0.12 0.27 0.21
H 8.07052 3.46466 -2.80300 -0.04 -0.04 0.06 0.27
H -2.87153 -3.45402 2.63739 0.05 0.02 -0.04 0.21
H -0.64808 -2.36758 0.48765 0.49 0.44 -0.41 -0.48
H 0.69986 0.32726 -4.70769 0.00 0.06 0.04 -0.02
C -0.93454 0.76758 -7.13834 0.16 -0.10 -0.41 -0.74
H 6.66170 -0.95839 -0.69729 -0.67 -0.24 -0.30 0.09
H 1.24387 -0.32543 -8.24119 0.05 0.04 0.02 0.25
C -0.36349 3.15682 3.25286 0.00 0.09 -0.57 -0.77
C -7.00146 1.18686 4.18729 0.40 0.05 -0.03 -0.72
H -1.54718 -0.48307 1.08810 -0.01 -0.19 -0.68 0.21
C 9.15597 1.88086 -0.71825 -0.19 -0.33 -0.05 -0.77
H -5.53477 0.67608 2.00766 0.15 -0.21 -0.10 0.28
H -9.97619 2.29395 3.43122 0.07 0.03 0.01 0.26
H -4.97760 -0.69362 -0.83592 0.04 -0.08 -0.04 0.38
N 1.35744 -0.20412 -7.23671 -0.14 0.00 -0.33 -0.75
H 2.52558 4.05769 4.99262 -0.02 -0.07 -0.04 0.38
H 4.35053 -3.99621 0.20535 -0.65 0.14 -0.22 0.37
H -1.53892 1.57381 -6.70279 0.05 -0.02 0.15 0.41
H 1.24794 -1.13954 1.85676 0.02 -0.30 -0.67 -0.03
C 2.11127 -3.99617 -0.07691 0.41 -0.75 0.32 -0.50
C -1.15740 1.78024 5.03273 0.13 -0.25 -0.29 -0.83
H 5.97211 4.56649 -0.88401 0.00 -0.07 0.11 0.44
H 1.44060 -3.81904 -0.94387 0.13 0.16 0.66 0.22
H 6.54745 3.05107 0.82723 0.00 -0.10 -0.06 0.35
C 0.12111 -1.64245 -1.41544 0.41 0.25 -1.65 0.01
H -8.42477 -1.18712 3.12875 0.04 0.07 -0.02 0.31
H -7.33134 1.05680 5.22714 -0.14 -0.07 -0.02 0.44
H -6.13454 1.85269 4.21693 -0.05 0.02 -0.09 0.32
O 1.03405 -1.07459 -2.08266 0.24 -0.05 1.55 -0.78
H 5.32435 -0.25376 -1.62034 -0.27 -0.63 0.46 0.19
H -6.07977 -3.83005 0.59991 0.07 0.06 0.00 0.19
C -4.97145 -2.72488 -0.93312 0.02 -0.04 0.48 0.17
H 4.51718 -1.56293 1.08500 0.51 0.36 -0.28 0.19
H -9.57361 0.63442 2.99496 -0.12 -0.11 0.15 0.23
C -6.54885 -0.14836 3.56798 -0.34 0.05 -0.23 0.30
H 1.45155 2.79416 5.56786 -0.05 -0.03 -0.07 0.27
H -7.89040 -1.32134 4.81208 -0.03 0.02 -0.01 0.37
H -1.89987 0.98673 5.14092 0.00 0.01 -0.07 0.21
C -3.50088 -2.88051 -0.51650 0.09 0.47 -0.47 -0.31
H -6.82813 -3.83781 -0.98913 0.02 0.05 0.04 0.39
C -9.31323 1.45839 3.66351 0.06 0.14 -0.33 -0.64
C 1.50255 3.67817 4.93079 0.11 0.23 0.08 -1.53
H -4.54230 -3.59985 2.08440 -0.05 -0.23 0.03 0.07
H 1.93757 -5.06020 0.23255 0.11 0.64 -0.31 0.36
C -0.81329 0.77400 -0.35222 -1.27 1.35 -1.98 0.32
C -7.55005 -1.28155 3.77325 0.03 -0.21 0.15 -1.45
H -9.47600 1.16589 4.70565 0.04 -0.08 0.00 0.29
H -0.96367 3.96061 3.70409 0.03 -0.01 0.19 0.45
C -3.49715 -3.61454 1.75563 0.04 0.44 0.04 -0.81
O -1.44567 -0.49891 -6.77812 -0.23 0.46 -0.16 -0.44
N 5.72198 2.72783 -1.82741 0.13 0.02 0.34 -0.68
H -2.21679 0.35823 -5.02493 0.11 0.03 -0.01 0.30
C 4.90736 -0.68656 0.53556 -0.76 1.13 -0.84 -0.76
O -3.24812 -2.56434 0.85153 -0.10 -0.45 0.03 0.01
H 8.31753 4.90802 -1.80686 0.02 -0.03 0.00 0.35
C 0.81178 1.22024 -5.32366 0.11 0.07 -0.09 -1.10
C 7.30033 3.17011 0.04317 -0.37 0.03 0.15 -0.76
H -0.27656 1.48830 5.61246 -0.05 0.12 0.21 0.26
H -5.34903 -1.40651 0.54769 -0.19 0.04 -0.03 0.25
H -0.54561 3.19923 2.17542 0.03 -0.19 0.01 0.35
O -7.98467 1.88197 3.43355 -0.12 -0.06 0.39 -0.38
H 1.83089 1.58254 -5.17343 -0.03 -0.07 -0.04 0.36
C -5.86604 -3.87360 -0.46951 -0.21 -0.11 -0.18 -1.47
H -3.11222 -3.87610 -0.76366 0.01 -0.03 0.11 0.43
H -5.40632 -4.84119 -0.68972 0.03 0.02 0.04 0.33
O -1.89094 0.85968 -1.03578 0.02 -0.92 1.40 -0.81
H 7.01947 4.85515 -3.00071 -0.03 -0.09 0.03 0.37
H 1.07916 -3.65818 1.83240 0.20 0.59 -0.44 0.40
H -2.57706 -1.35375 -5.30374 0.02 0.02 -0.10 0.22
C 1.14052 3.37269 3.47887 0.01 -0.41 0.24 0.31
O -0.83646 1.88740 3.66454 -0.24 0.23 0.36 -0.18
H 1.74026 2.07450 2.02774 -0.01 -0.05 -0.02 0.32
H 9.07968 1.84984 -1.80787 0.17 0.13 -0.03 0.26
H -7.08235 0.40571 1.70183 0.03 -0.22 -0.12 0.24
H -1.05987 0.83738 -8.22657 0.04 -0.07 -0.02 0.35
H 3.23322 -1.77927 -1.27407 0.46 -0.44 0.08 0.06
H 3.74775 -2.93363 -2.52094 0.04 0.44 0.67 0.36
H 9.75071 2.74487 -0.40448 -0.04 0.06 -0.05 0.35
H 5.02536 2.43596 -1.14455 -0.18 0.06 -0.20 0.27
C 3.57946 -3.91904 -0.59471 -0.08 0.25 -0.56 -0.87
O 5.31435 -2.35302 -1.30502 -0.47 0.80 0.09 -0.49
H 2.15046 -1.06979 0.33505 -0.53 -0.54 0.14 -0.81
```
Forces are in eV/Å.

***

Which formula does entry 1 have?
C30H71F3O19P4Pb